Here is one molecule with the formula C15H20ClNO4S from the OMol25 dataset. Energies are from the ωB97M-V functional and the def2-TZVPD basis.

## Properties
HOMO level, eV: -9.0276
Electronic energy, eV: -48917.6937
M, g/mol: 345.8
Relative energy (zero: lowest compared OMol25 entry of this formula, charge and spin), eV: 0.3053
Kohn-Sham gap, hartree: 0.355
SMILES string: CCCS(=O)(=O)N1CCC[C@H](C(=O)Oc2ccccc2Cl)C1

```
! RIJCOSX wB97M-V def2-TZVPD def2/J DEFGRID3
* xyz 0 1
C -4.03041 -0.87323 1.49088
H -4.90625 -0.49822 0.96506
H -3.32927 -0.05602 1.62624
H -4.34578 -1.23002 2.46815
C -3.37892 -2.00382 0.70403
C -2.88846 -1.55602 -0.65921
H -2.71590 -2.39533 -1.32873
H -3.55776 -0.84684 -1.13589
S -1.25351 -0.76169 -0.54237
O -0.76563 -0.59527 -1.88111
O -0.45561 -1.52441 0.37522
N -1.60444 0.70988 0.17874
C -0.70328 1.18493 1.20137
H -1.28238 1.80788 1.89370
C 0.46928 2.01475 0.65059
C 1.48602 1.13926 -0.06526
O 1.86919 1.28995 -1.19041
O 1.94741 0.19386 0.77024
C 2.95136 -0.64262 0.29834
C 2.65810 -1.96597 0.01322
C 3.66328 -2.81143 -0.42158
C 4.95464 -2.33578 -0.57837
C 5.25238 -1.01395 -0.29731
C 4.24962 -0.16538 0.14205
Cl 4.60539 1.48173 0.51034
H 6.25456 -0.63364 -0.41730
H 5.73777 -2.99347 -0.92359
H 3.43432 -3.84173 -0.64545
H 1.63693 -2.29325 0.13238
H 0.99623 2.45278 1.50612
C -0.04709 3.11851 -0.27491
C -0.94137 2.52498 -1.36047
C -2.08264 1.73574 -0.72562
H -2.73910 2.40215 -0.15280
H -2.66990 1.23955 -1.49852
H -1.35075 3.31873 -1.98694
H -0.35626 1.85189 -1.98689
H -0.61219 3.84360 0.31689
H 0.79853 3.63041 -0.73564
H -0.33213 0.30633 1.72974
H -4.09676 -2.81856 0.58115
H -2.51921 -2.39024 1.25392
*
```